1.
ORCA calculation (wB97M-V/def2-TZVPD) on an isolated ion of composition C7H11N2 and charge +1 at a distorted geometry.

Positions of all 20 atoms, in Å:
C: -1.798 1.439 0.848
C: -1.418 2.363 -0.216
C: -1.459 0.169 1.092
C: -0.607 2.217 -1.212
C: -0.472 -0.728 0.442
C: 1.017 -0.389 0.578
C: 0.334 -0.332 -0.737
N: 0.757 -1.277 -1.700
N: 1.939 -1.558 0.661
H: -2.532 1.868 1.518
H: -1.933 3.329 -0.125
H: -1.968 -0.302 1.925
H: -0.178 2.563 -2.115
H: -0.721 -1.782 0.570
H: 1.315 0.480 1.145
H: 1.352 -0.856 -2.408
H: -0.028 -1.739 -2.150
H: 1.751 -2.022 -0.274
H: 1.733 -2.185 1.446
H: 2.917 -1.257 0.712

Energy relative to the best compared isomer or geometry (same formula, charge and spin) = 608.8 kJ/mol
Maximum force = 2.494 eV Å⁻¹
Multiplicity = 1
E_tot = -10405.4087 eV
HOMO (alpha / beta) = -11.70 / -11.97 eV
Net charge = +1
Gap between HOMO and LUMO (alpha / beta) = 7.75 / 8.81 eV



2.
ORCA calculation (wB97M-V/def2-TZVPD) on a 6-piece molecular cluster, C15H45O18P3 overall at a distorted geometry.

Positions of all 81 atoms, in Å:
C: 5.557 1.086 -2.835
O: 5.105 1.499 -1.543
P: 4.878 0.391 -0.431
O: 5.784 -0.744 -0.380
O: 4.911 1.250 0.904
C: 4.180 2.474 0.972
O: 3.344 0.066 -0.686
C: 2.738 -0.993 0.057
H: 4.804 1.289 -3.598
H: 5.850 0.039 -2.855
H: 6.411 1.710 -3.110
H: 3.596 2.470 1.894
H: 3.464 2.599 0.158
H: 4.860 3.324 0.966
H: 3.417 -1.828 0.246
H: 1.951 -1.423 -0.563
H: 2.313 -0.676 1.010
C: -0.844 -2.804 -2.493
O: 0.407 -3.028 -1.872
P: 0.758 -4.458 -1.271
O: 2.094 -4.507 -0.698
O: -0.459 -4.738 -0.295
C: -0.551 -4.026 0.948
O: 0.501 -5.466 -2.463
C: 0.030 -6.790 -2.187
H: -1.649 -2.971 -1.774
H: -1.027 -3.424 -3.375
H: -0.900 -1.785 -2.871
H: -1.569 -3.641 1.049
H: 0.046 -3.112 0.956
H: -0.321 -4.702 1.763
H: 0.037 -7.024 -1.126
H: 0.668 -7.487 -2.728
H: -0.983 -6.916 -2.573
C: -2.616 -3.304 4.411
O: -1.530 -2.900 3.572
P: -0.828 -1.496 3.707
O: 0.058 -1.203 2.586
O: -0.160 -1.604 5.124
C: 0.686 -0.573 5.637
O: -1.995 -0.461 3.966
C: -2.970 -0.186 2.956
H: -2.374 -4.284 4.818
H: -3.497 -3.452 3.782
H: -2.828 -2.579 5.191
H: 0.325 -0.263 6.614
H: 0.747 0.293 4.974
H: 1.708 -0.941 5.732
H: -3.972 -0.364 3.341
H: -2.804 -0.727 2.026
H: -2.921 0.871 2.690
O: -1.683 3.257 1.428
C: -1.093 4.515 1.087
C: -0.557 4.413 -0.315
O: 0.423 3.404 -0.464
H: -1.771 3.202 2.383
H: -1.844 5.314 1.110
H: -0.320 4.755 1.820
H: -0.176 5.373 -0.662
H: -1.382 4.154 -0.997
H: 0.114 2.597 -0.023
O: -2.880 1.212 -0.009
C: -2.038 0.676 -1.014
C: -0.888 -0.096 -0.417
O: -0.124 0.750 0.419
H: -2.333 1.874 0.443
H: -2.603 0.055 -1.712
H: -1.630 1.498 -1.623
H: -0.228 -0.470 -1.208
H: -1.302 -0.983 0.079
H: 0.090 0.301 1.247
O: -1.305 4.737 -5.387
C: -1.420 3.969 -4.174
C: -2.856 3.602 -3.919
O: -3.644 4.737 -3.591
H: -1.372 5.661 -5.133
H: -0.772 3.092 -4.211
H: -1.035 4.588 -3.358
H: -2.893 2.960 -3.035
H: -3.285 3.031 -4.747
H: -3.622 5.340 -4.341

SMILES string = COP(=O)(OC)OC.COP(=O)(OC)OC.COP(=O)(OC)OC.OCCO.OCCO.OCCO
Maximum force = 1.118 eV Å⁻¹
Multiplicity = 1
E_tot = -81012.2624 eV
HOMO = -9.96 eV
Net charge = 0
Gap between HOMO and LUMO = 10.15 eV